(1)
Molecular formula: C29H46CoN2O6PS
Method: DFT, ωB97M-V/def2-TZVPD

Last column: Löwdin spin population.
Cartesian coordinates (Å):
1 Co 2.28146 0.65831 -1.16035  0.965
2 S 1.23202 -2.15107 -3.43812  0.000
3 P -0.97164 0.53598 0.32570  0.000
4 O 3.31697 3.52365 1.68175  0.000
5 O 2.50439 2.35302 -0.03496  0.009
6 O 2.41626 -1.49478 -0.72583  0.023
7 O 5.83510 1.81250 -2.46323  -0.002
8 O 3.74991 1.08583 -2.23861  -0.018
9 O 0.35702 0.66158 -0.34680  -0.003
10 N 1.27214 0.51769 -2.95384  0.007
11 N 4.22454 0.29028 0.40454  0.010
12 C 0.96939 1.78410 -3.28589  0.001
13 C -0.58386 -2.17218 0.00309  0.000
14 C -3.63032 1.42774 -0.64411  0.000
15 C 0.88874 -0.48875 -3.76573  0.001
16 C -1.31847 0.77890 3.91492  0.000
17 C -1.08682 -1.14588 1.02543  0.000
18 C -1.22111 1.85172 1.58758  0.000
19 C -4.71325 0.35442 -0.57653  0.000
20 C -0.14577 1.11345 -5.26454  -0.001
21 C 5.32977 0.58793 -0.49929  0.001
22 C -2.51972 -3.15931 1.60476  0.000
23 C -4.68520 -0.54141 -1.80898  0.000
24 C -0.16734 -3.44482 0.73611  0.000
25 C -0.04057 1.51975 4.29352  0.000
26 C -2.08892 1.48957 2.80080  0.000
27 C 0.09436 2.51458 2.00351  0.000
28 C 4.16686 -1.09904 0.81676  0.000
29 C 4.05924 1.28718 1.43691  0.000
30 C -3.30579 -1.16217 -1.98176  0.000
31 C -2.40558 -1.62921 1.65526  0.000
32 C 3.68779 -1.96709 -0.33608  0.002
33 C -1.16469 -3.81641 1.85057  0.000
34 C -2.22958 -0.09271 -2.12713  0.000
35 C 0.26564 2.14217 -4.41066  0.001
36 C 0.83974 1.72517 3.06708  0.000
37 C 3.24860 2.51686 0.97777  0.002
38 C -2.21538 0.92514 -0.97776  0.000
39 C 0.16192 -0.17801 -4.94368  0.001
40 C 4.95385 1.24699 -1.83326  -0.001
41 H 0.06802 3.18346 -4.62092  0.000
42 H -1.24271 -0.54066 -2.25004  0.000
43 H -4.92533 0.05718 -2.69470  0.000
44 H -0.31193 -1.09257 1.80435  0.000
45 H -1.65657 1.79740 -1.35213  0.000
46 H -1.04176 -0.23155 3.59922  0.000
47 H -5.68753 0.84072 -0.47850  0.000
48 H 2.14081 -1.89942 -1.60630  0.000
49 H -0.69894 1.33232 -6.17046  0.000
50 H -3.28224 -1.81495 -2.85764  0.000
51 H -0.78725 -3.48615 2.82354  0.000
52 H -3.90504 2.11649 -1.45177  0.000
53 H -2.46586 -1.30559 2.69600  0.000
54 H 5.13664 -1.47507 1.18669  0.000
55 H -3.09958 -1.80017 -1.11714  0.000
56 H -4.59024 -0.26068 0.32288  0.000
57 H -2.41800 0.45560 -3.05598  0.000
58 H 0.72405 2.67927 1.13092  0.000
59 H -3.25465 -3.48991 2.34278  0.000
60 H 5.01653 1.63959 1.84368  0.000
61 H -1.97260 0.66141 4.78350  0.000
62 H -1.27610 -4.90024 1.92038  0.000
63 H 5.82343 -0.34631 -0.78557  0.000
64 H 0.49060 0.97313 5.07690  0.000
65 H -2.95981 0.89837 2.50452  0.000
66 H -3.63874 2.02484 0.26827  0.000
67 H 0.25595 -1.78077 -0.56399  0.000
68 H 1.32966 2.54110 -2.59870  0.001
69 H -3.26658 -1.18733 1.14689  0.000
70 H -2.48605 2.42648 3.20889  0.000
71 H 3.62541 -3.01429 -0.01058  0.001
72 H 4.38221 -1.91856 -1.18186  0.000
73 H 0.82911 -3.28877 1.15732  0.000
74 H 3.49383 0.85306 2.26572  0.000
75 H 6.08910 1.20769 -0.00989  0.000
76 H -0.07403 -4.25645 0.01263  0.000
77 H 1.75839 2.25630 3.32304  0.000
78 H -5.45154 -1.31716 -1.73483  0.000
79 H 3.44082 -1.18288 1.63035  0.000
80 H 1.13923 0.75158 2.65729  0.000
81 H -0.29678 2.50052 4.71104  0.000
82 H -0.15000 3.50069 2.41463  0.000
83 H -1.76192 2.60566 1.00732  0.000
84 H -0.13541 -1.00349 -5.57627  0.000
85 H -2.89864 -3.47585 0.62947  0.000
86 H -1.36972 -2.39572 -0.71984  0.000

Properties
Expectation value of S² = 0.757
Multiplicity = 2
Energy above the lowest of the compared OMol25 structures with the same formula, charge and spin = 14.2 kcal/mol
Total charge = -1

(2)
Molecular formula: C29H46F3O18SV
Method: DFT, ωB97M-V/def2-TZVPD

Last column: Löwdin spin population.
Cartesian coordinates (Å):
1 V -12.28491 -11.46671 18.07351  2.209
2 S -9.29879 -9.62277 18.94290  0.005
3 F -8.99644 -9.92569 21.49211  0.000
4 F -7.09583 -9.37491 20.41480  0.000
5 F -7.97531 -11.48735 20.27995  0.000
6 O -2.44777 -12.42302 18.84211  0.000
7 O -11.07975 -6.38111 22.16818  0.000
8 O -8.46418 -8.87802 26.24512  0.000
9 O -9.15301 -12.39243 25.48216  0.000
10 O -9.13980 -14.44118 24.71508  0.000
11 O -1.59045 -14.47880 19.31527  0.000
12 O -4.17887 -6.93494 18.25157  0.000
13 O -12.18829 -10.31825 16.96482  -0.276
14 O -10.45023 -10.55857 18.89246  0.024
15 O -12.65290 -5.72534 15.44113  0.000
16 O -11.86083 -7.83215 15.69164  -0.002
17 O -12.29406 -6.14456 24.01762  0.000
18 O -3.53795 -5.26183 19.71589  0.000
19 O -9.94508 -8.27397 27.82809  0.000
20 O -8.32517 -9.74871 17.85734  0.001
21 O -9.70737 -8.23039 19.18672  0.002
22 O -10.62040 -12.64937 17.23434  0.018
23 O -8.74694 -12.40483 15.88998  0.005
24 C -7.17782 -13.80291 17.05158  0.000
25 C -10.29547 -7.77234 25.39592  0.000
26 C -8.24223 -10.13367 20.38913  0.001
27 C -11.87726 -5.71440 22.95593  0.000
28 C -9.63696 -8.31658 26.61513  0.000
29 C -12.18693 -4.46465 22.34910  0.000
30 C -8.23204 -14.30021 22.64128  0.000
31 C -3.34378 -13.42308 20.70010  0.000
32 C -13.10246 -5.96332 14.10043  0.000
33 C -11.63901 -6.15261 17.43512  0.000
34 C -9.44128 -12.91878 16.98145  0.010
35 C -3.37777 -2.88081 18.97346  0.000
36 C -4.03827 -6.46029 19.42714  0.000
37 C -9.04057 -15.17522 23.50262  0.000
38 C -3.29880 -4.36827 18.58629  0.000
39 C -4.28181 -12.34041 20.34072  0.000
40 C -9.71467 -8.65064 24.36151  0.000
41 C -8.56228 -13.99583 17.68637  0.001
42 C -8.56117 -12.88536 23.10648  0.000
43 C -8.26941 -8.82795 24.82219  0.000
44 C -4.59639 -7.10029 20.68745  0.000
45 C -12.04371 -6.67095 16.06981  0.000
46 C -7.34690 -12.81581 15.95757  0.000
47 C -10.67947 -5.78164 21.00935  0.000
48 C -11.03575 -4.27218 21.41822  0.000
49 C -8.95904 -13.12458 24.51932  0.000
50 C -12.19328 -5.27828 13.01639  0.000
51 C -2.28565 -13.57935 19.56715  0.000
52 C -3.60862 -11.63880 19.15796  0.000
53 H -7.69333 -12.22587 23.11068  0.000
54 H -11.58805 -5.06514 17.38131  0.000
55 H -9.68268 -8.13782 23.40021  0.000
56 H -3.88030 -14.35473 20.87974  0.000
57 H -10.11513 -3.84458 21.81536  0.000
58 H -5.22159 -7.92345 20.34157  0.000
59 H -5.23607 -6.35811 21.16501  0.000
60 H -6.56404 -13.43935 17.87571  0.000
61 H -6.78678 -14.77816 16.76165  0.000
62 H -7.16046 -14.49172 22.69721  0.000
63 H -3.88151 -7.47559 21.41970  0.000
64 H -8.40119 -14.51044 21.58520  0.000
65 H -4.19798 -11.69340 18.24267  0.000
66 H -6.68650 -11.96870 16.14301  0.000
67 H -10.09155 -15.19913 23.21459  0.000
68 H -11.29134 -3.69631 20.52875  0.000
69 H -9.62143 -5.89860 20.77492  0.000
70 H -8.86289 -14.99145 17.36005  0.000
71 H -14.09245 -5.53826 13.93503  0.000
72 H -3.18294 -2.25640 18.10153  0.000
73 H -11.26834 -5.94836 20.10740  0.000
74 H -13.15968 -4.49881 21.85850  0.000
75 H -12.40212 -6.62988 18.04992  0.000
76 H -4.38966 -2.51288 19.14315  0.000
77 H -2.28052 -4.63735 18.30555  0.000
78 H -4.39703 -11.70766 21.22076  0.000
79 H -11.30744 -5.90129 12.89288  0.000
80 H -12.25056 -3.77431 23.19022  0.000
81 H -11.92882 -4.25613 13.28729  0.000
82 H -13.25852 -7.03986 14.03102  0.000
83 H -3.41357 -10.68499 19.64818  0.000
84 H -7.00758 -13.25265 15.01835  0.000
85 H -10.23891 -9.60104 24.26153  0.000
86 H -8.72237 -13.89996 18.76028  0.000
87 H -5.28380 -12.71960 20.13991  0.000
88 H -2.71902 -13.22324 21.57065  0.000
89 H -10.66262 -6.50879 17.76360  0.000
90 H -11.37827 -7.89541 25.41820  0.000
91 H -12.78519 -5.32327 12.10221  0.000
92 H -8.60144 -16.17253 23.52781  0.000
93 H -7.61650 -8.06183 24.40403  0.000
94 H -10.00771 -6.73602 25.21894  0.000
95 H -2.85127 -2.64739 19.89888  0.000
96 H -3.92458 -4.66497 17.74460  0.000
97 H -8.00428 -9.82139 24.46038  0.000
98 H -9.26665 -12.41676 22.42032  0.000

Properties
Expectation value of S² = 2.058
Multiplicity = 3

| no. | E (a.u.) |
| --- | --- |
| 1 | -3816.11515 |
| 2 | -4128.62745 |